[1]
Computed, not measured: C35H51B2BrF8LiMgN5NaO13PS4 as an isolated structure, with wB97M-V/def2-TZVPD.

The orbital gap is 2.11 eV. The value obtained for the HOMO energy is -0.285 Eh. Its multiplicity is 1. As for the LUMO energy: -5.6 eV. The value obtained for the total energy is -227006.28996 eV.

Atoms and positions in Å:
C  8.279  -0.314  -0.707
C  7.114  -0.601  0.344
S  5.676  0.540  -0.127
C  4.044  -0.297  0.235
C  3.142  0.400  1.363
C  3.989  0.624  2.677
C  4.920  1.896  2.829
F  4.877  -0.477  2.837
C  2.137  1.551  0.834
S  2.689  3.353  1.034
C  1.801  1.566  -0.725
C  0.671  2.507  -1.229
C  -0.803  1.903  -1.128
C  -1.928  2.997  -1.428
N  -3.200  2.417  -0.907
C  -3.581  2.217  0.410
C  -4.873  1.582  0.646
C  -5.335  1.405  -0.778
C  -4.291  1.942  -1.665
N  1.042  1.534  1.832
S  -0.024  2.745  2.460
C  0.743  3.776  3.866
O  -0.523  3.719  1.490
O  -1.266  2.098  3.102
C  0.891  0.333  2.415
C  1.965  -0.679  1.816
C  2.114  -1.666  3.051
C  2.898  -2.999  2.923
C  3.282  -3.739  1.740
C  3.997  -5.026  1.767
C  4.364  -5.674  3.047
C  3.977  -4.931  4.270
C  3.272  -3.638  4.224
S  0.918  -1.562  0.582
O  -0.261  -0.703  0.324
O  0.381  -2.815  1.073
F  1.590  -1.911  -0.863
H  8.165  0.750  -1.057
H  9.253  -0.361  -0.139
H  8.236  -1.052  -1.551
H  7.517  -0.381  1.367
H  6.739  -1.644  0.317
H  3.560  -0.387  -0.765
H  4.305  -1.426  0.586
H  3.286  0.716  3.563
H  5.155  2.456  1.895
H  4.427  2.643  3.529
H  5.899  1.636  3.336
H  3.883  3.455  0.367
H  1.603  0.543  -1.163
H  2.766  1.899  -1.219
H  0.621  3.546  -0.820
H  0.837  2.642  -2.345
H  -0.960  1.631  -0.046
H  -0.963  1.019  -1.796
H  -1.654  3.914  -0.845
H  -2.059  3.184  -2.525
H  -3.022  2.479  1.336
H  -5.396  1.316  1.589
H  -6.317  0.935  -1.045
H  -4.385  1.955  -2.787
H  -0.056  4.140  4.618
H  1.210  4.673  3.362
H  1.575  3.183  4.329
H  0.206  -0.033  3.209
H  2.498  -1.180  3.999
H  1.058  -1.964  3.353
H  3.038  -3.324  0.742
H  4.282  -5.592  0.845
H  4.877  -6.666  3.076
H  4.187  -5.353  5.285
H  2.984  -3.143  5.187
Br  4.838  -2.341  -0.682
Na  -6.532  -0.591  -1.097
N  10.456  2.895  0.474
C  11.721  2.607  0.152
C  12.394  3.175  -0.920
C  11.716  4.091  -1.708
C  10.403  4.405  -1.395
C  9.824  3.783  -0.300
H  12.208  1.882  0.796
H  13.420  2.906  -1.132
H  12.206  4.557  -2.555
H  9.841  5.116  -1.988
H  8.799  3.998  -0.013
B  8.622  0.252  3.963
F  8.075  1.086  2.939
F  8.341  -1.108  3.653
F  10.023  0.448  4.033
F  8.026  0.594  5.210
B  -12.009  -1.538  -4.036
O  -11.221  -2.731  -4.417
C  -10.045  -2.638  -3.826
O  -9.156  -3.447  -3.924
C  -9.994  -1.383  -3.027
O  -9.051  -0.999  -2.362
O  -11.128  -0.739  -3.142
F  -13.181  -1.927  -3.343
F  -12.346  -0.787  -5.178
Mg  -4.673  3.095  -4.002
O  -0.195  -6.118  1.210
P  -1.387  -5.876  2.136
O  -2.056  -7.215  2.440
O  -2.397  -4.948  1.459
O  -0.896  -5.225  3.431
C  -13.209  -2.787  -8.167
O  -12.177  -2.455  -7.627
N  -14.242  -3.430  -7.562
C  -15.443  -3.796  -8.282
C  -14.145  -3.765  -6.148
H  -13.396  -2.587  -9.237
H  -16.304  -3.309  -7.817
H  -15.572  -4.880  -8.239
H  -15.379  -3.486  -9.326
H  -14.007  -2.851  -5.568
H  -13.278  -4.410  -5.992
H  -15.048  -4.276  -5.817
N  -2.709  4.643  4.093
H  -2.159  5.399  3.664
H  -3.712  4.847  3.988
H  -2.489  3.747  3.622
H  -2.476  4.575  5.099
Li  -1.220  3.107  4.958


[2]
Computed, not measured: a 3-piece molecular cluster, C35H51BN2O12 overall, with wB97M-V/def2-TZVPD.

The orbital gap is 7.11 eV. The SMILES is CCN(CCc1c(B(O)O)c(CC(=O)OC(C)=O)c(CCCN)c2c1C(=O)C=C(CCCC(=O)O)C2=O)C(C)=O.C1CCOC1.C1CCOC1. The value obtained for the HOMO energy is -0.317 Eh. Its multiplicity is 1. As for the LUMO energy: -1.5 eV. The value obtained for the total energy is -65327.17712 eV.

Atoms and positions in Å:
C  -2.365  4.386  -2.295
C  -1.642  4.534  -0.831
N  -1.569  3.209  -0.043
C  -1.343  3.648  1.385
C  -0.650  2.527  2.360
C  0.074  1.279  1.587
C  -0.613  -0.190  1.257
B  -2.192  -0.365  1.796
O  -2.593  -0.135  3.223
O  -3.310  -0.814  0.899
C  0.187  -1.420  0.452
C  -0.515  -2.872  0.080
C  -0.574  -3.152  -1.568
O  0.072  -4.262  -2.008
O  -1.309  -2.313  -2.527
C  -1.497  -3.132  -3.771
C  -0.609  -2.656  -5.105
O  -2.363  -4.182  -3.828
C  1.780  -1.200  -0.012
C  2.645  -2.415  -0.770
C  2.838  -3.747  0.223
C  2.882  -3.307  1.802
N  4.002  -2.288  2.096
C  2.473  0.278  0.315
C  1.662  1.503  1.116
C  2.496  2.919  1.432
O  1.959  4.139  1.377
C  4.115  2.670  1.775
C  4.850  1.564  1.038
C  6.442  1.187  1.326
C  6.892  1.395  2.897
C  5.864  0.745  3.996
C  5.675  1.895  5.195
O  4.570  2.637  5.353
O  6.865  2.071  6.078
C  4.037  0.671  -0.120
O  4.601  0.367  -1.289
C  -2.909  2.543  -0.257
C  -4.354  3.022  0.350
O  -2.920  1.459  -1.079
H  -3.555  4.426  -2.211
H  -2.143  3.346  -2.837
H  -2.084  5.234  -3.069
H  -2.356  5.229  -0.177
H  -0.607  5.074  -0.914
H  -2.304  4.038  1.942
H  -0.611  4.589  1.328
H  0.186  3.106  2.987
H  -1.465  2.216  3.153
H  -1.836  -0.421  3.843
H  -4.144  -0.922  1.460
H  0.073  -3.796  0.556
H  -1.620  -2.982  0.446
H  -0.971  -1.550  -5.334
H  0.506  -2.567  -4.746
H  -0.776  -3.398  -5.999
H  2.167  -2.711  -1.819
H  3.754  -2.080  -1.025
H  2.027  -4.549  -0.047
H  3.890  -4.216  -0.071
H  3.196  -4.275  2.424
H  1.834  -2.948  2.182
H  4.439  -2.623  2.986
H  3.489  -1.400  2.379
H  4.671  3.325  2.593
H  6.517  0.012  1.124
H  7.167  1.753  0.586
H  7.118  2.514  3.156
H  7.924  0.811  3.017
H  6.332  -0.195  4.565
H  4.838  0.381  3.566
H  6.728  2.846  6.706
H  -4.302  2.953  1.540
H  -4.571  4.166  0.114
H  -5.271  2.369  0.030
C  0.329  -8.097  -3.075
C  0.511  -9.372  -2.294
C  1.909  -9.207  -1.739
O  2.120  -7.800  -1.556
C  1.061  -7.091  -2.215
H  -0.717  -7.831  -3.245
H  0.823  -8.185  -4.050
H  -0.215  -9.412  -1.473
H  0.396  -10.277  -2.896
H  2.663  -9.569  -2.445
H  2.046  -9.726  -0.786
H  0.404  -6.678  -1.441
H  1.477  -6.264  -2.797
C  -7.869  6.420  -0.577
C  -7.664  6.930  -1.980
C  -6.368  6.256  -2.375
O  -6.317  5.008  -1.672
C  -7.349  5.002  -0.676
H  -8.907  6.470  -0.239
H  -7.252  6.997  0.122
H  -8.479  6.580  -2.625
H  -7.617  8.020  -2.049
H  -5.501  6.850  -2.067
H  -6.301  6.076  -3.452
H  -8.133  4.315  -1.011
H  -6.945  4.636  0.272